C22H22ClN3O5S | ωB97M-V/def2-TZVPD

```
54
Properties=species:S:1:pos:R:3
C -6.1262 -3.5751 -0.9114
C -6.0396 -2.1456 -0.5478
O -7.1393 -1.3898 -0.5872
N -6.8403 -0.1221 -0.2231
C -5.5615 -0.0738 0.0353
C -4.9092 1.1495 0.5133
C -4.2381 1.1393 1.7356
C -3.6105 2.2773 2.2051
C -3.6457 3.4438 1.4575
C -4.3082 3.4734 0.2431
C -4.9399 2.3318 -0.2264
Cl -5.7350 2.3683 -1.7581
C -4.9702 -1.3633 -0.1635
C -3.5729 -1.8086 -0.0166
O -3.2756 -2.9712 0.1636
N -2.6736 -0.7813 -0.1233
C -1.2972 -0.7971 0.0715
C -0.5825 -1.9648 0.3387
C 0.7850 -1.8989 0.5329
C 1.4342 -0.6824 0.4598
S 3.2029 -0.6016 0.6580
O 3.6479 -1.7624 1.3788
O 3.5627 0.6989 1.1451
N 3.6852 -0.7310 -0.9447
C 4.5925 0.2565 -1.4794
C 6.0832 -0.1264 -1.3670
C 6.5369 -0.3208 0.0809
C 6.8347 1.1163 0.5093
C 7.2482 1.7915 -0.8080
O 6.8913 0.9170 -1.8730
C 0.7384 0.4824 0.1967
C -0.6269 0.4282 0.0050
H -5.1751 -4.0541 -0.6987
H -6.3642 -3.6790 -1.9693
H -6.9193 -4.0543 -0.3409
H -4.2192 0.2278 2.3146
H -3.0955 2.2538 3.1525
H -3.1568 4.3346 1.8200
H -4.3406 4.3761 -0.3457
H -3.0576 0.1365 -0.3089
H -1.1033 -2.9060 0.3965
H 1.3600 -2.7831 0.7561
H 3.9404 -1.6815 -1.1639
H 4.3517 0.4324 -2.5332
H 4.4079 1.1730 -0.9185
H 6.2705 -1.0089 -1.9907
H 7.4442 -0.9262 0.0999
H 5.7789 -0.7937 0.7002
H 5.9330 1.5704 0.9186
H 7.6226 1.1711 1.2569
H 8.3303 1.9473 -0.8697
H 6.7509 2.7583 -0.9462
H 1.2770 1.4153 0.1615
H -1.1865 1.3320 -0.1918
```

Computed properties:
LUMO, eV: 0.32
SMILES: Cc1onc(-c2ccccc2Cl)c1C(=O)Nc1ccc(S(=O)(=O)NC[C@@H]2CCCO2)cc1
Orbital gap, eV: 9.2154
HOMO level, eV: -8.8965
Charge: 0

C9H11HgIN3O2 | ωB97M-V/def2-TZVPD

```
27
Properties=species:S:1:pos:R:3
C -1.8477 0.1860 2.6324
N -0.7518 -0.4843 1.8812
C 0.4032 0.3485 1.5923
C 0.3690 0.9897 0.1810
N -0.7730 1.8971 0.1806
I -0.9642 3.0299 -1.5227
C 1.6696 1.7610 0.0263
O 2.2379 1.7889 -1.0888
O 2.1937 2.2673 1.0139
C 0.3460 -0.0556 -0.8789
C -0.8251 -0.5148 -1.4880
C -0.6972 -1.4706 -2.4648
C 0.5478 -2.0009 -2.8409
N 1.6749 -1.5942 -2.2990
C 1.5595 -0.6189 -1.3295
H -2.7897 0.0207 2.1176
H -1.6844 1.2579 2.6335
H -1.9265 -0.1764 3.6487
H -0.4336 -1.2493 2.4569
H 1.2840 -0.2969 1.6179
H 0.5418 1.1562 2.3137
H -1.6366 1.3879 0.3146
H -1.7881 -0.1205 -1.2238
H -1.5805 -1.8453 -2.9578
H 0.5917 -2.7670 -3.5976
H 2.4859 -0.2366 -0.9355
Hg 1.7934 -2.6600 0.0167
```

Computed properties:
LUMO, eV: -8.73
Orbital gap, eV: 3.5243
HOMO level, eV: -12.2508
Charge: +1

C7H17BrNOP | ωB97M-V/def2-TZVPD

```
28
Properties=species:S:1:pos:R:3
H 1.3740 -1.0086 -2.2122
N 1.7648 -0.0670 -2.7188
C 0.9863 0.8978 -2.7557
C -0.4131 1.0030 -2.2881
C -0.7400 2.0190 -1.2449
C -2.2119 2.1105 -1.0244
Br -2.9294 0.4678 -0.1979
H 1.3580 1.7011 -3.4089
H -0.9600 1.1643 -3.2533
H -0.6995 0.0431 -1.8757
H -0.3619 2.9449 -1.5098
H -0.2724 1.8036 -0.2785
H -2.3828 2.9484 -0.2532
H -2.7878 2.1418 -2.0175
C 2.7007 -1.4068 0.9993
O 1.4899 -1.8457 1.6174
P 0.0670 -1.0541 1.1522
C -0.0732 0.0155 2.7287
C -1.0550 -2.4293 1.7068
H 3.3297 -0.5975 1.3752
H 2.4750 -1.2193 -0.0571
H 3.3227 -2.3509 1.0803
H 0.4762 0.9692 2.4870
H 0.4445 -0.4469 3.6080
H -1.1466 -0.0133 2.9377
H -0.6796 -2.7994 2.5731
H -1.9644 -1.7967 1.9214
H -1.1113 -3.1947 0.9087
```

Computed properties:
LUMO, eV: 0.73
SMILES: [H]/N=C\CCCBr.COP(C)C
Orbital gap, eV: 9.4418
HOMO level, eV: -8.7069
Charge: 0

C24H54BN4O8 | ωB97M-V/def2-TZVPD

```
91
Properties=species:S:1:pos:R:3
C 2.8692 3.8150 0.2856
O 2.7929 5.1594 -0.2350
B 1.7114 5.8982 0.1574
O 1.7846 7.2144 0.4116
C 0.2856 5.1489 0.2513
C -0.4778 5.0489 1.3766
C -1.6662 4.3457 1.3260
C -2.0541 3.7642 0.1449
C -1.2846 3.8802 -0.9651
N -0.1391 4.5628 -0.8771
H 2.6937 3.7861 1.3634
H 3.8864 3.4702 0.1104
H 2.2078 3.1080 -0.2223
H 2.6741 7.5162 0.1697
H -0.1336 5.5176 2.2877
H -2.2592 4.2619 2.2272
H -2.9726 3.1983 0.0626
H -1.5237 3.4260 -1.9158
H 0.4391 4.6246 -1.7094
C 0.4601 -4.0301 -2.3517
O -0.1591 -2.9721 -3.0627
C -1.4952 -2.7019 -2.6520
C -1.5824 -1.3604 -1.9543
N -0.9244 -1.3951 -0.6497
C -0.7475 -0.0851 -0.0422
C 0.1526 0.9199 -0.7611
O 1.5194 0.5696 -0.7854
C 1.9061 -0.3085 -1.8391
H 1.4058 -4.2496 -2.8447
H 0.6716 -3.7487 -1.3141
H -0.1579 -4.9315 -2.3659
H -1.8968 -3.5028 -2.0247
H -2.1027 -2.6568 -3.5596
H -2.6349 -1.0964 -1.8160
H -1.1233 -0.6144 -2.6180
H -0.0147 -1.8266 -0.7495
H -0.3238 -0.2515 0.9521
H -1.7359 0.3668 0.1072
H 0.1023 1.8546 -0.1905
H -0.2063 1.1586 -1.7724
H 1.3120 -0.1537 -2.7424
H 1.8380 -1.3498 -1.5209
H 2.9527 -0.1098 -2.0699
C -6.2949 -1.6089 3.5171
O -6.8570 -2.6634 2.7620
C -8.1707 -2.3956 2.2806
C -8.1730 -2.2392 0.7731
N -7.5046 -1.0073 0.3650
C -7.2435 -0.9160 -1.0696
C -6.2950 -1.9387 -1.6915
O -4.9456 -1.8147 -1.2685
C -4.6301 -2.4744 -0.0508
H -5.3692 -1.9763 3.9585
H -6.0553 -0.7451 2.8860
H -6.9652 -1.2965 4.3226
H -8.6101 -1.5221 2.7708
H -8.7843 -3.2632 2.5376
H -9.2066 -2.2194 0.4168
H -7.6818 -3.1251 0.3509
H -6.6228 -0.9351 0.8548
H -6.8207 0.0766 -1.2497
H -8.1991 -0.9518 -1.6013
H -6.2826 -1.7503 -2.7685
H -6.6456 -2.9690 -1.5691
H -5.2233 -3.3798 0.0928
H -4.7613 -1.8039 0.8026
H -3.5748 -2.7510 -0.0838
C 8.1806 -2.4543 -0.2241
O 8.3670 -1.0547 -0.1093
C 7.6910 -0.2964 -1.1031
C 6.5557 0.5023 -0.4923
N 5.4655 -0.3665 -0.0607
C 4.4592 0.2997 0.7624
C 4.8940 0.8554 2.1182
O 5.2506 -0.1289 3.0654
C 6.5917 -0.5872 2.9908
H 8.8570 -2.9355 0.4803
H 7.1560 -2.7461 0.0305
H 8.4199 -2.8041 -1.2319
H 7.3357 -0.9280 -1.9226
H 8.4212 0.4046 -1.5178
H 6.1752 1.2103 -1.2360
H 6.9725 1.0758 0.3456
H 5.8505 -1.1376 0.4688
H 3.6691 -0.4329 0.9440
H 4.0083 1.1064 0.1760
H 4.0257 1.3698 2.5450
H 5.6823 1.6135 2.0300
H 7.2764 0.1950 2.6551
H 6.6713 -1.4582 2.3357
H 6.8911 -0.9040 3.9895
```

Computed properties:
LUMO, eV: -4.33
Orbital gap, eV: 6.0171
HOMO level, eV: -10.3468
Charge: +1

C8H18O2P | ωB97M-V/def2-TZVPD

```
29
Properties=species:S:1:pos:R:3
C -3.3337 1.1941 0.6910
C -2.1236 0.9361 -0.1527
O -1.2529 1.7556 -0.3318
O -2.1235 -0.2396 -0.8116
C -1.8958 -1.4323 -0.0020
C -0.5441 -2.0938 -0.3360
C 0.5720 -1.9014 0.7203
C 1.7816 -0.9764 0.3369
C 1.6430 -0.1541 -0.9512
C 2.4910 1.1293 -1.0023
P 1.9109 2.3418 0.2029
H -3.1358 2.0078 1.3899
H -4.1461 1.4890 0.0193
H -3.6653 0.3068 1.2305
H -1.9398 -1.1326 1.0506
H -2.7227 -2.1200 -0.1819
H -0.7303 -3.1576 -0.5073
H -0.2326 -1.7018 -1.2991
H 0.9763 -2.8733 1.0094
H 0.1131 -1.5046 1.6323
H 2.6934 -1.5740 0.2463
H 1.9736 -0.3119 1.1922
H 0.6191 0.1371 -1.1599
H 1.9661 -0.7659 -1.8013
H 2.3569 1.6180 -1.9735
H 3.5606 0.9520 -0.8657
H 0.9561 1.8017 1.0485
H 1.3060 3.4316 -0.4097
H 2.9266 2.8383 1.0161
```

Computed properties:
LUMO, eV: -2.86
Orbital gap, eV: 10.8085
HOMO level, eV: -13.6719
Charge: +1

C5H31NO10 | ωB97M-V/def2-TZVPD

```
47
Properties=species:S:1:pos:R:3
C 3.4563 -0.7972 -0.0342
C 2.7227 0.1788 -0.8277
C 1.9807 1.3478 -0.1054
O 1.9336 1.0444 1.2916
N 1.7940 -0.4058 -1.8600
C 2.4991 -1.1862 -2.8194
C 0.7307 -1.2209 -1.2456
H 3.9897 -1.6549 -0.4550
H 2.6547 -1.3186 0.5691
H 4.1017 -0.3864 0.7578
H 3.4575 0.6871 -1.4821
H 0.9042 1.4025 -0.3914
H 2.3292 2.3602 -0.2313
H 1.5606 0.1958 1.6147
H 3.2868 -0.5937 -3.3457
H 1.8884 -1.5606 -3.6645
H 3.1877 -1.9179 -2.4053
H 0.6069 -0.9267 -0.2183
H -0.2634 -1.0489 -1.6632
H 0.8018 -2.3408 -1.2441
O -0.6930 1.4980 -2.3888
H 0.0015 0.8175 -2.3798
H -1.4824 0.9315 -2.2516
O -2.9256 -0.2696 -1.6077
H -3.7890 -0.4865 -1.9608
H -2.9293 0.1197 -0.6902
O -2.1146 -2.4867 -0.6499
H -2.3518 -1.6336 -1.0574
H -2.8601 -3.0918 -0.6841
O -1.0703 -2.8735 1.7364
H -1.2588 -2.8919 0.7614
H -1.7897 -2.4163 2.1810
O -1.3749 3.0536 -0.2539
H -1.5820 3.8720 -0.7454
H -1.0719 2.6436 -1.1099
O -0.3083 2.3171 2.0853
H -0.6716 2.8325 1.3353
H 0.5464 1.9034 1.7937
O 0.9449 -1.1615 2.5932
H 0.2644 -1.7996 2.2728
H 1.8200 -1.5818 2.5853
O -1.5855 0.1070 2.6135
H -1.1403 0.9933 2.3471
H -1.1268 0.1318 3.4812
O -3.3101 0.9204 0.6465
H -2.9118 1.7946 0.7618
H -2.8501 0.4049 1.3298
```

Computed properties:
LUMO, eV: 0.33
SMILES: C[C@H](CO)N(C)C.O.O.O.O.O.O.O.O.O
Orbital gap, eV: 9.3925
HOMO level, eV: -9.0580
Charge: 0

- What is the charge in the fifth record?
  +1

- Which of these has the lowest LUMO?
  C9H11HgIN3O2